(1)
# C27H32FN3O

An isolated molecule of C27H32FN3O (wB97M-V/def2-TZVPD, the OMol25 dataset).

Each line ends with the Mulliken charge.
Positions of all 64 atoms, in Å:
1 O -1.189 -2.499 -0.447  -0.69
2 C -1.396 -1.404 0.033  -1.10
3 N -0.456 -0.693 0.708  0.09
4 C 0.853 -1.085 1.039  -0.67
5 C 1.191 -2.416 1.225  -0.49
6 C 2.452 -2.760 1.678  -0.93
7 C 3.362 -1.767 1.987  -0.77
8 C 3.043 -0.438 1.777  -0.28
9 C 1.808 -0.071 1.252  1.44
10 N 1.440 1.258 0.973  0.04
11 C 1.038 1.566 -0.393  -0.43
12 C 2.202 2.225 -1.180  -1.37
13 N 3.475 2.008 -0.539  0.10
14 C 4.195 0.841 -0.755  0.63
15 C 5.520 0.760 -0.311  -0.26
16 C 6.275 -0.376 -0.513  -0.80
17 C 5.714 -1.447 -1.183  0.40
18 C 4.422 -1.390 -1.665  -0.96
19 C 3.670 -0.251 -1.452  -0.06
20 H 2.657 -0.239 -1.819  0.23
21 H 4.004 -2.235 -2.188  0.44
22 F 6.450 -2.567 -1.376  -0.36
23 H 7.294 -0.435 -0.163  0.44
24 H 5.975 1.603 0.187  0.45
25 C 3.507 2.660 0.753  -0.98
26 H 4.382 2.332 1.310  0.31
27 C 2.205 2.341 1.547  -1.01
28 H 1.550 3.220 1.543  0.35
29 H 2.434 2.097 2.585  0.61
30 H 3.590 3.743 0.600  0.48
31 H 2.240 1.857 -2.205  0.48
32 H 2.053 3.310 -1.219  0.31
33 H 0.185 2.256 -0.362  0.50
34 H 0.723 0.648 -0.888  0.34
35 H 3.780 0.312 2.010  0.27
36 H 4.337 -2.021 2.375  0.44
37 H 2.709 -3.799 1.812  0.40
38 H 0.454 -3.174 1.019  0.51
39 H -0.680 0.244 1.006  0.28
40 C -2.769 -0.735 -0.112  3.22
41 C -2.915 0.644 0.534  -1.57
42 C -4.339 1.165 0.311  0.14
43 C -5.347 0.207 0.943  -1.52
44 C -5.208 -1.169 0.293  0.48
45 C -5.481 -1.058 -1.206  -1.43
46 C -4.477 -0.094 -1.834  0.49
47 C -4.616 1.283 -1.186  -1.48
48 H -3.912 1.984 -1.643  0.47
49 H -5.624 1.671 -1.346  0.54
50 C -3.059 -0.615 -1.616  -1.67
51 H -2.336 0.065 -2.075  0.46
52 H -2.938 -1.596 -2.078  0.52
53 H -4.669 -0.013 -2.910  0.26
54 H -6.499 -0.698 -1.374  0.52
55 H -5.392 -2.041 -1.673  0.50
56 C -3.792 -1.693 0.517  -1.77
57 H -3.593 -1.787 1.588  0.50
58 H -3.675 -2.680 0.066  0.50
59 H -5.925 -1.862 0.746  0.28
60 H -5.168 0.131 2.018  0.49
61 H -6.360 0.588 0.799  0.53
62 H -4.432 2.152 0.779  0.32
63 H -2.213 1.354 0.088  0.19
64 H -2.725 0.585 1.610  0.63

Force components x, y, z for each atom (eV/Å):
0.1 -0.3 -0.1
-0.3 0.3 0.0
0.1 0.3 0.2
0.2 -0.1 0.0
0.0 -0.1 0.0
0.0 0.0 0.0
0.1 0.0 0.0
-0.1 0.0 0.1
-0.1 -0.3 0.1
-0.2 0.0 0.1
0.0 0.1 -0.2
0.0 0.0 0.0
-0.2 0.4 0.0
0.4 -0.3 -0.3
-0.2 0.0 0.0
0.0 -0.3 -0.1
-0.1 0.1 0.0
0.3 -0.2 0.0
0.0 0.3 0.1
-0.2 0.0 0.0
0.0 -0.1 0.0
0.0 0.1 0.0
0.1 0.0 0.0
0.0 0.1 0.0
0.0 0.0 0.1
0.0 0.0 0.0
0.0 0.1 0.1
0.1 0.0 0.1
0.0 0.1 0.0
0.0 -0.1 0.1
0.0 0.1 0.0
0.0 -0.1 -0.1
0.0 -0.1 -0.1
0.0 0.1 0.0
0.1 0.1 0.0
0.1 0.0 0.0
0.0 -0.1 0.0
-0.1 0.0 0.0
-0.1 -0.1 0.0
0.3 -0.3 0.0
-0.1 0.0 0.0
0.0 0.3 0.1
0.0 0.0 0.0
-0.2 -0.1 0.1
0.0 0.0 0.0
0.0 0.1 -0.3
0.0 0.0 0.0
0.0 0.1 0.0
0.0 0.1 0.0
-0.1 -0.1 0.0
0.1 0.0 0.0
0.1 0.0 0.0
0.0 0.0 0.1
-0.1 0.0 0.0
0.0 -0.1 0.0
-0.1 0.0 -0.1
0.0 0.0 0.1
0.0 0.0 0.0
0.1 0.0 0.0
0.0 0.0 0.1
-0.1 0.0 0.0
0.0 -0.1 0.0
0.1 0.0 0.0
0.1 0.0 0.0

**HOMO level**: -7.666 eV
**SMILES**: O=C(Nc1ccccc1N1CCN(c2ccc(F)cc2)CC1)[C@]12C[C@H]3C[C@H](C[C@H](C3)C1)C2
**LUMO**: 0.5026 eV
**E_tot**: -1387.48180 hartree


(2)
# C15H16N4O2S4ScTe

A structure of composition C15H16N4O2S4ScTe (wB97M-V/def2-TZVPD, the OMol25 dataset).

Each line ends with the Mulliken charge.
Positions of all 43 atoms, in Å:
1 Sc -1.020 -0.293 -0.683  0.48
2 N -4.990 -1.794 -0.189  -0.51
3 C -3.996 -0.846 -0.262  0.53
4 S -3.398 -0.430 -1.852  -0.50
5 N -3.620 -0.307 0.858  -1.26
6 N -2.601 0.614 0.645  0.86
7 C -2.645 1.697 1.308  -0.69
8 C -1.694 2.784 1.123  0.53
9 C -1.816 3.915 1.932  -0.74
10 C -1.013 5.027 1.765  -0.66
11 C -0.066 5.015 0.740  -0.45
12 C 0.071 3.912 -0.079  -0.19
13 C -0.723 2.761 0.095  0.44
14 O -0.520 1.722 -0.676  -0.44
15 H -4.981 -2.445 -0.958  0.25
16 H -5.082 -2.216 0.723  0.26
17 H -3.465 1.841 2.012  0.29
18 H -2.572 3.907 2.711  0.33
19 H -1.121 5.888 2.410  0.38
20 H 0.568 5.880 0.581  0.35
21 H 0.796 3.897 -0.883  0.41
22 Te -1.115 -2.922 -1.927  0.02
23 C 0.703 -3.890 -1.424  -0.09
24 C 1.154 -5.091 -1.904  -0.42
25 C 2.404 -5.501 -1.354  -0.37
26 C 2.899 -4.603 -0.458  -0.66
27 S 1.842 -3.260 -0.297  0.09
28 H 0.597 -5.666 -2.631  0.37
29 H 2.906 -6.425 -1.612  0.34
30 H 3.814 -4.662 0.110  0.36
31 S 1.078 -0.749 3.636  -0.45
32 C 0.281 -0.865 2.228  0.24
33 N -0.260 -0.963 1.193  -0.32
34 C 3.526 -0.018 -1.704  -0.98
35 S 2.013 0.833 -1.266  0.58
36 C 2.362 0.995 0.479  -0.78
37 O 0.987 -0.288 -1.422  -0.45
38 H 3.632 -0.893 -1.064  0.22
39 H 4.365 0.669 -1.599  0.40
40 H 3.417 -0.331 -2.741  0.35
41 H 3.264 1.600 0.580  0.46
42 H 2.498 0.003 0.910  0.19
43 H 1.521 1.498 0.948  0.20

Force components x, y, z for each atom (eV/Å):
-0.3 0.4 0.0
0.0 0.0 -0.1
-0.1 -0.1 0.0
0.1 -0.1 0.0
0.0 0.1 0.0
0.0 -0.2 -0.1
0.1 0.1 0.0
-0.1 -0.1 0.1
0.0 0.1 0.0
0.0 0.0 0.0
0.0 0.0 0.0
0.0 0.0 0.0
0.1 0.0 0.0
0.0 -0.1 0.0
0.0 0.0 0.0
0.0 0.0 0.0
0.0 0.0 0.0
0.0 0.0 0.0
0.0 0.0 0.0
0.0 0.0 0.0
0.0 0.0 0.0
0.1 -0.1 0.1
0.1 0.0 -0.1
0.1 0.0 0.1
-0.1 0.0 0.0
0.0 0.0 -0.1
-0.1 -0.1 0.1
0.0 0.0 0.0
0.0 0.0 0.0
0.0 0.0 0.0
0.0 0.0 -0.1
0.1 -0.2 0.1
0.0 0.2 0.1
-0.1 -0.1 -0.1
-0.1 -0.2 -0.1
-0.1 0.0 0.0
0.3 0.2 -0.1
0.0 0.0 0.0
0.0 0.0 0.0
0.0 0.0 0.0
0.0 0.0 0.0
0.0 0.0 0.0
0.0 0.0 0.0

**HOMO level**: -3.964 eV
**Charge**: -1
**LUMO**: 2.1657 eV
**E_tot**: -3572.43885 hartree


Orbital gap values (in eV) by entry order: 8.2, 6.1.